{"formula": "C31H46N2O6P2Tl", "method": "ωB97M-V/def2-TZVPD", "energy_ha": -2624.4206, "spin_multiplicity": 1, "e_lumo_ha": -0.1603, "total_charge": 1, "homo_energy_ev": -9.859, "symbols": ["Tl", "C", "C", "C", "C", "C", "C", "H", "H", "H", "C", "H", "H", "H", "C", "H", "H", "H", "C", "H", "H", "H", "C", "H", "H", "H", "C", "C", "C", "C", "C", "C", "C", "C", "H", "H", "H", "H", "H", "H", "H", "H", "H", "H", "H", "H", "P", "P", "C", "C", "H", "H", "H", "H", "C", "H", "H", "H", "C", "H", "H", "H", "C", "H", "H", "H", "C", "H", "H", "H", "O", "C", "O", "C", "C", "C", "C", "C", "C", "N", "O", "O", "N", "O", "O", "H", "H", "H"], "positions_angstrom": [[-0.069, -0.022, 0.757], [-0.436, -2.717, 1.771], [0.921, -2.852, 1.371], [0.861, -1.281, 3.063], [-0.502, -1.736, 2.810], [1.717, -1.982, 2.167], [-1.610, -3.438, 1.210], [-1.403, -3.894, 0.242], [-2.496, -2.806, 1.097], [-1.885, -4.243, 1.897], [-1.750, -1.238, 3.436], [-2.651, -1.415, 2.841], [-1.716, -0.153, 3.530], [-1.869, -1.653, 4.441], [1.289, -0.224, 4.003], [1.293, -0.593, 5.034], [0.563, 0.585, 3.968], [2.234, 0.268, 3.751], [3.194, -1.809, 2.098], [3.652, -2.413, 2.886], [3.523, -0.780, 2.262], [3.612, -2.145, 1.150], [1.437, -3.758, 0.311], [1.837, -4.660, 0.783], [2.247, -3.319, -0.276], [0.661, -4.071, -0.386], [-1.858, 0.358, -6.315], [-1.763, -0.968, -6.372], [-0.787, -1.801, -7.155], [0.509, -1.095, -7.605], [1.307, -0.542, -6.456], [1.194, 0.638, -5.849], [0.250, 1.761, -6.167], [-1.003, 1.393, -6.990], [-1.267, -2.241, -8.046], [0.290, -0.356, -8.384], [-0.509, -2.660, -6.524], [-0.725, 1.137, -8.019], [-2.688, 0.807, -5.746], [-2.528, -1.576, -5.868], [-1.610, 2.312, -7.054], [-0.081, 2.196, -5.210], [1.918, 0.895, -5.063], [0.776, 2.576, -6.692], [1.134, -1.870, -8.079], [2.102, -1.232, -6.133], [-0.944, -0.546, -1.453], [1.986, 0.889, -0.387], [0.016, 0.667, -2.432], [0.893, 1.666, -1.627], [-0.765, 1.207, -2.989], [0.643, 0.056, -3.110], [1.614, 2.179, -2.276], [0.276, 2.399, -1.069], [2.669, 2.113, 0.726], [3.326, 1.604, 1.466], [1.845, 2.644, 1.253], [3.240, 2.770, 0.037], [3.260, -0.080, -1.209], [3.674, 0.624, -1.962], [2.835, -0.987, -1.694], [4.021, -0.379, -0.454], [-2.629, 0.038, -1.190], [-3.148, -0.641, -0.477], [-3.071, -0.018, -2.203], [-2.616, 1.067, -0.769], [-0.933, -2.130, -2.292], [0.088, -2.571, -2.277], [-1.251, -1.876, -3.327], [-1.651, -2.814, -1.788], [-1.446, 3.329, 2.529], [-1.100, 2.329, 3.086], [-0.631, 1.287, 2.499], [-1.137, 2.262, 4.638], [-1.262, 3.528, 5.213], [-1.281, 3.685, 6.608], [-1.198, 2.623, 7.495], [-1.108, 1.372, 6.918], [-1.084, 1.167, 5.521], [-0.964, 0.218, 7.803], [-0.942, 0.415, 9.035], [-0.860, -0.918, 7.299], [-1.364, 5.024, 7.169], [-1.441, 6.011, 6.431], [-1.344, 5.111, 8.417], [-1.346, 4.388, 4.566], [-1.191, 2.777, 8.572], [-0.995, 0.132, 5.212]]}